Record 1
ORCA calculation (ωB97M-V/def2-TZVPD) on a single C5H12N2O molecule.

Results
ΔE to the lowest compared entry with this formula, charge and spin in eV: 2.311
SMILES: CNC(=O)CN(C)C

Element x y z (Å)
C (-0.758, -2.080, -1.609)
N (-0.121, -1.319, -0.543)
C (0.423, -2.253, 0.491)
C (-0.697, -0.065, -0.144)
C (0.580, 0.837, 0.125)
N (0.377, 2.106, 0.678)
C (-0.915, 2.592, 1.137)
O (1.704, 0.504, -0.126)
H (-1.624, -2.717, -1.380)
H (0.004, -2.748, -2.000)
H (-1.063, -1.324, -2.344)
H (-0.301, -2.693, 1.186)
H (1.044, -1.558, 1.132)
H (1.048, -2.891, -0.140)
H (-1.128, 0.428, -1.021)
H (-1.522, -0.180, 0.585)
H (1.093, 2.809, 0.697)
H (-1.068, 3.637, 0.798)
H (-1.090, 2.463, 2.232)
H (-1.776, 1.967, 0.838)

=====

Record 2
ORCA calculation (ωB97M-V/def2-TZVPD) on a single C5H12N2O molecule.

Results
ΔE to the lowest compared entry with this formula, charge and spin in eV: 2.538
SMILES: CC(=O)N[C@@H](C)CN

Element x y z (Å)
C (0.310, 0.607, -1.153)
C (0.352, -2.630, 0.052)
C (-0.588, -1.453, 0.125)
N (-0.678, 1.115, -2.079)
O (-1.726, -1.452, -0.325)
H (-1.033, 2.020, -1.783)
H (-1.477, 0.478, -2.087)
H (1.156, 1.301, -1.113)
H (0.788, -0.273, -1.591)
H (1.341, -2.422, 0.465)
H (-0.083, -3.462, 0.613)
H (0.477, -2.912, -0.995)
C (0.412, 1.910, 1.371)
C (-0.243, 0.789, 0.609)
N (-0.146, -0.496, 1.149)
H (0.710, -0.717, 1.644)
H (-1.287, 1.001, 0.370)
H (0.371, 2.844, 0.803)
H (1.455, 1.677, 1.605)
H (-0.112, 2.076, 2.320)

=====

Record 3
ORCA calculation (ωB97M-V/def2-TZVPD) on a molecular structure, C5H12N2O.

Results
ΔE to the lowest compared entry with this formula, charge and spin in eV: 6.367

Element x y z (Å)
C (-1.363, 0.406, 0.497)
C (-0.816, 1.606, -0.158)
C (-0.212, -1.320, -1.129)
N (0.828, 1.027, -0.053)
C (0.014, -0.623, 0.197)
N (1.876, 0.972, -1.014)
C (0.539, -1.362, 1.233)
O (-1.492, 0.555, 1.891)
H (-1.284, -0.324, 2.270)
H (1.144, 1.202, 0.899)
H (-2.251, -0.020, 0.028)
H (1.638, 1.261, -1.957)
H (2.531, 0.217, -0.818)
H (-0.816, 2.525, 0.422)
H (-1.030, 1.721, -1.218)
H (-0.574, -0.628, -1.894)
H (0.705, -1.791, -1.495)
H (-0.971, -2.096, -1.015)
H (0.683, -2.433, 1.155)
H (0.853, -0.895, 2.160)

=====

Record 4
ORCA calculation (ωB97M-V/def2-TZVPD) on a single C5H12N2O molecule.

Results
ΔE to the lowest compared entry with this formula, charge and spin in eV: 2.239
SMILES: CC[C@@H](NC)C(N)=O

Element x y z (Å)
C (0.751, 2.247, 0.807)
N (0.238, 0.929, 1.032)
C (-0.914, 1.569, -1.934)
C (-0.736, 0.171, -1.341)
C (0.202, -0.004, -0.084)
C (0.077, -1.591, 0.410)
N (0.489, -1.788, 1.672)
O (-0.151, -2.380, -0.450)
H (0.996, 2.633, 1.831)
H (-0.023, 2.942, 0.334)
H (1.605, 2.414, 0.308)
H (-0.628, 0.936, 1.528)
H (-1.714, 2.221, -1.467)
H (0.014, 2.220, -2.052)
H (-1.156, 1.785, -3.020)
H (-1.708, -0.187, -1.216)
H (-0.348, -0.557, -2.066)
H (1.167, 0.124, -0.525)
H (0.998, -1.028, 2.125)
H (0.636, -2.808, 1.749)

=====

Calculated values (eV) of HOMO level for the records, taken in order: -8.18; -7.98; -6.44; -8.68.
Calculated values (hartree) of gap between HOMO and LUMO for the records, taken in order: 0.3315; 0.3251; 0.2651; 0.3502.
Calculated values (eV) of LUMO level for the records, taken in order: 0.838; 0.869; 0.769; 0.851.